ORCA calculation (ωB97M-V with the def2-TZVPD basis set) on a molecular structure, C38H53N9SSbSi2Ti at a distorted geometry.

As for the highest occupied orbital energy (spin up / spin down): -8.76 / -9.32 eV. The value obtained for the LUMO energy (spin up / spin down) is -2.32 / -2.44 eV. Its net charge is +1. The expectation value of S² is 2.01. The calculation puts the energy relative to the best compared isomer or geometry (same formula, charge and spin) at 21.3 kcal/mol. For the gap between HOMO and LUMO (spin up / spin down), the calculation gives 6.43 / 6.89 eV. As for the spin multiplicity: 3. As for the total energy: -4039.404146 a.u.

```
105
Properties=species:S:1:pos:R:3:forces:R:3:mulliken_charge:R:1
Ti 0.111153 0.895759 0.734480 -0.3 0.4 -1.8 0.65
C 1.017740 1.187147 -3.483116 0.3 0.4 0.3 0.33
C 2.114986 1.916972 -2.754701 -0.1 0.0 0.4 0.73
C 3.171430 2.429290 -3.512182 0.0 0.0 -0.1 -0.98
C 4.202218 3.104437 -2.907727 0.1 0.1 0.0 -0.72
C 4.165654 3.256742 -1.527073 0.0 0.0 0.0 -0.98
C 3.099539 2.719087 -0.824077 -0.4 -0.3 -0.5 -0.07
N 2.070092 2.058561 -1.411652 0.4 0.2 -0.2 0.52
Sb 3.303542 2.935520 1.282826 -0.1 0.0 0.0 0.94
C 3.022209 0.885037 1.860711 0.2 0.0 0.3 -0.50
C 4.061976 0.338023 2.599480 0.0 0.0 -0.1 -0.76
C 3.922311 -0.933360 3.140843 0.5 0.1 0.1 -0.94
C 2.760711 -1.617850 2.902965 -0.5 -0.4 0.0 -0.81
C 1.756700 -1.044904 2.124415 0.1 -0.2 -0.1 1.05
C 0.510053 -1.839255 1.810408 0.6 0.1 0.3 -1.40
N 1.887410 0.203012 1.631088 0.6 -0.5 0.6 1.29
C 1.349448 3.656704 1.848459 -0.2 -0.1 -0.1 -0.61
C 1.450441 4.775203 2.657233 0.0 0.0 -0.1 -0.68
C 0.299178 5.387510 3.130538 0.2 0.3 0.2 -0.88
C -0.904479 4.863082 2.756028 -0.4 -0.1 -0.1 -1.09
C -0.965398 3.730862 1.938485 0.1 0.0 -0.1 0.77
C -2.336046 3.247064 1.551446 0.1 0.3 0.1 -0.04
N 0.152167 3.115229 1.493739 0.1 0.2 0.3 1.31
H 1.444570 0.536339 -4.247758 0.0 0.0 0.1 0.56
H 0.355257 1.896574 -3.982152 0.0 0.1 0.0 0.54
H 0.427716 0.579670 -2.815876 0.1 0.3 0.2 -1.81
H 3.160030 2.282163 -4.586314 0.0 0.0 0.1 0.53
H 5.029574 3.497343 -3.490338 -0.1 0.0 0.1 0.41
H 4.959458 3.778223 -1.003799 0.0 0.0 0.0 0.47
H 4.960124 0.915803 2.768975 0.0 0.0 0.0 0.50
H 4.714120 -1.375288 3.740341 -0.1 0.1 -0.1 0.44
H 2.596120 -2.608666 3.318019 0.0 0.1 -0.1 0.53
H -0.134429 -1.887358 2.686952 -0.1 0.0 0.0 0.29
H 0.792858 -2.855032 1.547976 0.0 0.0 0.0 0.93
H -0.061268 -1.438777 0.975409 -0.2 -0.1 -0.1 -0.71
H 2.425437 5.164607 2.911963 0.0 0.0 0.0 0.48
H 0.352301 6.257617 3.776165 0.0 -0.1 -0.1 0.42
H -1.834287 5.314054 3.082645 0.1 0.0 0.0 0.55
H -3.009847 3.319786 2.406729 0.0 0.0 0.0 0.63
H -2.351077 2.237247 1.189651 0.1 -0.3 -0.1 -1.19
H -2.740138 3.882965 0.758458 0.0 0.0 0.0 0.45
C -0.647523 -1.370358 -3.300183 0.2 0.1 -0.4 -0.40
Si -1.507295 -2.004437 -1.768631 0.1 0.0 0.1 -0.72
C -2.802455 -3.165405 -2.467122 -0.6 -0.1 -0.1 -1.20
C -0.359672 -3.227911 -0.950055 0.3 -0.5 0.3 -0.38
C -2.051593 -0.617126 -0.635162 0.3 0.4 -0.3 3.27
C -2.006622 0.691850 -1.309974 0.3 0.1 -0.1 -2.28
C -2.823630 1.075214 -2.400083 -0.2 -0.1 0.0 -0.32
C -2.751834 2.332870 -2.946484 -0.1 -0.1 -0.1 -1.10
C -1.839096 3.252429 -2.425916 -0.1 0.1 -0.2 -1.28
C -1.043297 2.834527 -1.399634 0.0 -0.5 0.2 -0.79
N -1.110560 1.595296 -0.843695 -0.6 0.9 -1.0 2.03
Si -3.767468 -0.924102 -0.038970 0.0 0.0 0.3 0.11
C -3.743608 -2.377485 1.143421 -0.1 -0.4 0.4 -1.11
C -4.464937 0.587949 0.838869 -0.2 0.5 0.3 -1.12
C -5.192854 -1.307209 -1.198577 -0.2 0.0 -0.5 -1.19
H -0.701930 -2.150565 -4.072058 0.0 0.1 0.1 0.65
H 0.409749 -1.135885 -3.111167 -0.5 -0.5 -0.1 -0.41
H -1.125436 -0.468289 -3.708075 0.1 -0.3 0.0 0.34
H -2.250216 -3.894771 -3.077731 -0.2 0.1 0.1 0.38
H -3.536907 -2.667408 -3.116169 0.2 -0.1 0.1 0.34
H -3.356573 -3.729876 -1.702040 0.1 0.1 -0.2 0.27
H -0.228084 -4.086869 -1.630552 0.0 0.2 0.2 0.49
H -0.799592 -3.613895 -0.014142 0.1 0.0 -0.3 0.38
H 0.626990 -2.801174 -0.735434 -0.3 -0.2 0.0 -0.43
H -3.524009 0.342876 -2.792435 0.2 0.1 0.0 0.47
H -3.394162 2.606484 -3.779370 0.1 0.0 0.1 0.45
H -1.746747 4.258628 -2.819957 0.0 -0.1 0.0 0.50
H -0.308853 3.493253 -0.976414 0.2 0.2 0.1 0.32
H -2.872983 -2.414365 1.814630 -0.2 0.0 -0.1 0.18
H -3.741941 -3.311788 0.564747 0.0 0.1 0.2 0.35
H -4.665464 -2.393986 1.749340 0.2 -0.1 -0.1 0.42
H -4.046617 0.812503 1.829526 -0.2 0.0 -0.3 0.18
H -5.548439 0.451358 0.964627 0.2 0.1 0.0 0.51
H -4.322729 1.482594 0.209057 -0.1 -0.2 0.2 0.27
H -5.253617 -2.366130 -1.454104 0.0 0.0 0.0 0.36
H -5.175524 -0.743108 -2.144156 -0.1 -0.2 0.3 0.31
H -6.118949 -1.034014 -0.675406 0.1 -0.1 -0.1 0.44
N -3.675826 -0.479264 4.265874 0.2 0.1 -0.1 -0.26
C -2.422733 0.030872 4.116322 -0.5 -0.2 -0.3 0.41
C -1.840144 0.158467 2.831180 -0.4 -0.3 0.3 -0.05
N -0.657044 0.700819 2.652405 -0.3 -0.1 1.5 1.64
C -0.012623 1.103079 3.769604 0.0 0.1 0.1 -0.76
C -0.579953 0.949963 5.012788 0.2 0.1 0.1 -0.82
N -1.783428 0.418342 5.204977 0.1 0.1 0.2 -0.69
H -4.137238 -0.939989 3.503294 0.0 0.0 -0.1 0.15
H -4.014623 -0.624191 5.201199 0.0 0.0 0.0 0.28
H -2.330424 -0.203688 1.945731 0.0 -0.1 -0.1 -1.32
H 0.959024 1.546042 3.657205 0.2 0.1 0.0 0.40
H -0.032248 1.265650 5.897549 -0.1 0.0 -0.1 0.43
C 2.724073 -3.422039 -3.434685 0.2 -0.1 0.2 -0.70
N 3.505204 -3.384654 -2.203378 -0.2 -0.1 -0.3 0.11
C 4.434335 -4.457043 -1.823473 -0.2 0.3 0.1 -0.64
C 4.881711 -4.040978 -0.407724 -0.3 0.3 -0.1 -0.65
N 4.082574 -2.828300 -0.177552 0.2 -0.2 0.1 0.01
C 3.346997 -2.456275 -1.248379 -0.2 -0.1 -0.2 -0.49
S 2.378947 -1.077143 -1.372059 0.8 -0.3 0.1 0.17
H 3.109419 -4.230017 -4.057814 0.0 0.1 0.0 0.42
H 2.814585 -2.479186 -3.972535 0.0 0.0 0.0 0.24
H 1.665839 -3.598238 -3.229854 0.1 0.0 0.0 0.12
H 5.266947 -4.500819 -2.521589 0.1 0.0 -0.1 0.35
H 3.934283 -5.424428 -1.830291 -0.1 0.0 0.0 0.35
H 5.947013 -3.832806 -0.364482 0.1 0.1 0.0 0.32
H 4.651845 -4.803908 0.330232 0.0 -0.1 0.1 0.32
H 4.268405 -2.169098 0.555244 0.0 0.0 0.1 0.20
```
Forces are in eV/Å.


ORCA calculation (ωB97M-V with the def2-TZVPD basis set) on a molecular structure, C23H36CrIN2O5PS3Sb at a distorted geometry.

As for the highest occupied orbital energy (spin up / spin down): -0.02 / -1.33 eV. The value obtained for the LUMO energy (spin up / spin down) is 4.00 / 3.74 eV. Its net charge is -2. The expectation value of S² is 8.80. The calculation puts the energy relative to the best compared isomer or geometry (same formula, charge and spin) at 32.8 kcal/mol. For the gap between HOMO and LUMO (spin up / spin down), the calculation gives 4.02 / 5.06 eV. As for the spin multiplicity: 6. As for the total energy: -4502.234448 a.u.

```
73
Properties=species:S:1:pos:R:3:forces:R:3:mulliken_charge:R:1
Cr -1.675968 0.211983 0.680332 -0.6 -0.5 0.5 0.89
S -4.953371 3.676528 2.723950 0.3 0.3 -0.7 -0.64
Sb -3.408831 3.146316 0.999579 -0.5 -2.4 1.2 0.17
S -1.606024 2.176072 2.286008 -0.4 0.3 -0.3 -0.81
S -4.038676 0.850034 0.176459 -0.3 1.7 -0.1 -0.55
I -2.938616 -1.081957 2.974293 -0.1 0.5 0.3 0.03
C -2.265739 -2.734304 1.944570 -0.5 -0.9 -0.3 0.09
C -2.168988 -3.867246 2.703784 0.5 0.4 1.1 -0.56
C -1.815801 -5.116503 2.163010 -0.5 -0.4 -0.5 -0.68
C -1.904137 -5.270241 0.791091 0.2 0.8 0.8 -0.78
C -2.062986 -4.101805 -0.037058 0.5 -0.4 -0.1 0.98
C -1.928117 -4.243767 -1.451476 -0.3 -1.8 0.2 -0.79
C -1.990348 -3.180503 -2.286780 -0.4 1.7 -0.3 -0.74
C -2.098014 -1.882430 -1.664692 0.6 -0.4 -1.7 0.26
C -2.006818 -1.677843 -0.322110 -0.8 2.0 0.7 -0.37
C -2.147070 -2.771184 0.511484 0.6 -2.5 0.7 1.23
H -2.331394 -3.770639 3.795646 0.2 -0.2 -0.8 0.26
H -1.567744 -5.915362 2.878917 -0.3 0.1 -0.6 0.34
H -1.825843 -6.250687 0.343618 0.2 -0.1 -0.2 0.30
H -1.831329 -5.283258 -1.834733 0.0 0.7 0.2 0.16
H -1.955358 -3.253744 -3.409621 0.0 -0.1 1.3 0.30
H -2.137287 -1.002213 -2.318040 0.1 -0.3 0.2 0.02
C 2.187434 -3.701255 2.674532 -0.4 -0.2 -1.3 -1.16
N 1.744306 -2.612239 1.771420 0.7 -0.9 1.2 0.34
C 1.745558 -3.004286 0.389766 0.7 1.0 -0.4 -1.00
C 1.167192 -1.433820 2.149803 -1.5 1.2 -2.0 0.02
O 0.409752 -0.830996 1.327806 1.5 -1.1 2.2 -0.22
N 1.476900 -0.925489 3.372842 0.4 -1.0 -0.2 0.14
C 0.731155 0.201380 3.835466 -0.4 0.8 -0.2 -0.72
C 2.635005 -1.279985 4.140666 -0.2 0.5 -0.2 -1.50
H 1.696634 -4.622559 2.234472 0.6 0.7 0.8 0.40
H 1.848910 -3.539882 3.696973 0.0 -0.1 -0.2 0.36
H 3.307954 -3.829348 2.654190 -1.0 0.1 0.0 0.22
H 1.000992 -3.751226 0.168523 -0.6 -0.2 -0.2 0.27
H 2.735581 -3.433520 0.210337 0.0 -0.1 -0.3 0.44
H 1.635928 -2.095173 -0.227713 -0.2 -0.6 0.2 0.14
H -0.292978 -0.138359 3.935415 -0.4 0.7 -0.3 0.11
H 0.885769 1.069529 3.160356 -0.6 -0.5 0.3 0.09
H 1.047623 0.497635 4.830345 0.3 -0.1 0.2 0.43
H 3.374539 -1.794418 3.576867 0.5 -0.3 -0.6 0.47
H 2.409023 -1.862350 5.011895 -0.3 -0.5 0.7 0.30
H 3.052899 -0.353639 4.467777 0.6 0.6 0.4 0.55
C -0.878313 0.712406 -4.428726 0.7 1.0 -1.2 -1.46
C 0.442936 1.386370 -3.885898 -1.2 0.4 0.1 1.63
C 0.981890 2.413639 -4.885447 -0.2 0.2 -0.4 -1.73
C 1.430346 0.351618 -3.374482 1.1 -0.8 -1.0 -1.23
O 0.051239 2.282187 -2.804151 0.7 -0.1 0.4 -0.37
P 0.203494 2.015933 -1.183888 -1.5 -3.0 0.2 1.46
O 1.577738 1.770563 -0.628794 -0.7 0.5 -1.1 -1.03
O -0.836468 0.907226 -0.921714 2.1 1.9 -1.6 -0.45
O -0.465859 3.373735 -0.693068 -0.1 -0.2 -0.7 -0.24
C 0.353235 4.457311 -0.323380 0.9 1.7 -0.6 1.48
C 0.876677 4.143962 1.051558 -0.1 -1.8 0.8 -1.07
C -0.489193 5.747492 -0.515255 0.8 0.0 0.7 -1.62
C 1.505906 4.684173 -1.292394 1.0 0.7 -1.2 -1.68
H -0.659054 -0.177966 -5.075185 -0.1 0.6 0.7 0.27
H -1.375671 1.478431 -5.079171 0.2 -0.6 0.4 0.44
H -1.584248 0.477711 -3.639236 0.3 -0.2 0.2 0.18
H 1.130292 2.065708 -5.929661 0.3 -0.2 0.7 0.33
H 1.868043 2.877133 -4.442378 0.2 -0.2 -0.3 0.40
H 0.240850 3.224095 -4.965045 0.1 -0.3 0.1 0.36
H 2.202425 0.014046 -4.179408 -1.4 0.6 1.1 0.36
H 0.807145 -0.517144 -3.085831 0.7 0.2 0.2 0.26
H 1.997788 0.767516 -2.516479 -0.3 -0.5 -0.5 0.24
H 0.030759 3.751386 1.684333 0.9 0.8 -0.4 0.00
H 1.448825 4.926803 1.539588 0.0 0.3 0.0 0.54
H 1.524470 3.217715 0.901734 -0.6 1.3 0.4 0.18
H -1.493994 5.525989 -0.182506 -0.4 0.3 -0.1 0.17
H -0.433320 6.109738 -1.579560 -0.3 -0.4 1.1 0.38
H -0.034131 6.508340 0.158851 -0.4 -0.2 -0.5 0.41
H 2.253656 3.908383 -1.357072 0.1 -0.5 0.5 0.34
H 2.077275 5.634608 -1.079669 -0.8 -0.7 0.0 0.39
H 1.103522 4.743661 -2.317667 0.1 0.2 0.3 0.28
```
Forces are in eV/Å.


ORCA calculation (ωB97M-V with the def2-TZVPD basis set) on a single C4H5NO2 molecule.

As for the highest occupied orbital energy: -9.80 eV. The value obtained for the LUMO energy is -0.59 eV. The SMILES is C=NCC(=O)C=O. The calculation puts the energy relative to the best compared isomer or geometry (same formula, charge and spin) at 50.7 kcal/mol. For the gap between HOMO and LUMO, the calculation gives 9.21 eV. As for the total energy: -360.588547 a.u.

```
12
Properties=species:S:1:pos:R:3:forces:R:3:nbo_charge:R:1
C -1.655565 -1.336905 -0.094449 0.1 0.0 0.2 -0.03
N -0.794582 -0.613766 0.480748 -0.4 -0.4 -0.1 -0.40
C -0.526929 0.708096 -0.051275 0.0 0.1 0.0 -0.35
C 0.892179 0.378454 -0.506340 0.1 -0.1 -0.3 0.49
O 1.183195 -0.185650 -1.532898 -0.1 0.6 0.3 -0.48
C 1.960757 0.575715 0.571570 0.1 0.3 0.4 0.34
O 1.716120 1.060538 1.646645 0.2 -0.2 -0.6 -0.47
H -2.391292 -0.962715 -0.815390 0.2 0.0 -0.1 0.15
H -1.655027 -2.403002 0.124013 -0.3 0.1 0.2 0.18
H -1.192259 1.040359 -0.863443 0.2 -0.2 0.1 0.19
H -0.480547 1.457840 0.743574 -0.1 -0.2 -0.1 0.24
H 2.964479 0.219633 0.274662 0.0 0.0 0.1 0.13
```
Forces are in eV/Å.